An isolated molecule of C7H8BrIO2Si. Source: the OMol25 dataset; level of theory: ωB97M-V/def2-TZVPD.

SMILES string: CO[Si@@](Br)(I)Oc1ccccc1
Calculated total energy: -3583.32507 Ha
Multiplicity: 1
Net charge: 0
M: 359.03 u
HOMO: -8.3 eV
Relative energy (zero: lowest compared OMol25 entry of this formula, charge and spin): 96.9 kJ/mol
HOMO-LUMO gap: 8.15 eV

Each line ends with the natural charge from an NBO analysis.
Positions of all 20 atoms, in Å:
C -1.7190 -2.9898 -1.0091  -0.26
C -0.5022 -2.8430 -1.6731  -0.18
C -2.2178 -2.0111 -0.1703  -0.20
C 0.3944 -1.8614 -1.1891  -0.30
C -1.3218 -1.0082 0.2513  -0.25
C 0.0013 -0.9386 -0.2173  0.31
C 3.2966 2.7765 1.4132  -0.25
O 0.7202 0.0714 0.2367  -0.80
O 2.7188 1.4649 1.2921  -0.93
Si 2.5231 0.6150 -0.0499  1.64
Br 2.5760 1.8452 -1.8742  -0.26
I 4.0109 -1.2512 0.2990  -0.15
H -2.3178 -3.7526 -1.4900  0.21
H -0.2285 -3.4783 -2.5070  0.21
H -3.0896 -1.9917 0.4521  0.22
H 1.2309 -1.7472 -1.7823  0.20
H -1.8119 -0.2631 0.8496  0.21
H 2.6212 3.2004 2.0993  0.20
H 3.4005 3.4589 0.5435  0.19
H 4.3343 2.7705 1.7025  0.19

A cluster of 2 separate species, C2H2F2O2S in total. Source: the OMol25 dataset; level of theory: ωB97M-V/def2-TZVPD.

Calculated total energy: -825.65219 Ha
Multiplicity: 1
Net charge: 0
M: 128.10 u
HOMO (alpha / beta): -10.9 / -10.9 eV
Relative energy (zero: lowest compared OMol25 entry of this formula, charge and spin): 257.1 kJ/mol
HOMO-LUMO gap (alpha / beta): 8.52 / 8.53 eV

Each line ends with the natural charge from an NBO analysis.
Positions of all 9 atoms, in Å:
C -1.0529 -0.3987 -1.3986  -0.56
C -0.8516 -0.6430 -0.1263  0.47
O 2.3812 0.1433 0.3924  -0.87
O 0.9808 2.0773 0.7302  -0.86
F -1.0912 -1.6064 0.7692  -0.28
F 0.9926 0.1128 2.5366  -0.51
S 1.1401 0.6443 0.8796  2.07
H -0.6556 0.5507 -1.7612  0.27
H -1.8434 -0.8803 -2.0220  0.27

A structure of composition C9H27N12O12S. Source: the OMol25 dataset; level of theory: ωB97M-V/def2-TZVPD.

Calculated total energy: -2317.63826 Ha
Multiplicity: 1
Net charge: -1
M: 527.45 u
HOMO: -5.7 eV
Relative energy (zero: lowest compared OMol25 entry of this formula, charge and spin): 49.6 kJ/mol
HOMO-LUMO gap: 7.94 eV

Each line ends with the natural charge from an NBO analysis.
Positions of all 61 atoms, in Å:
O -1.0767 0.3956 1.7527  -0.73
C -1.1893 1.6262 1.8568  0.74
O -0.4228 2.4441 2.3539  -0.78
C -2.4614 2.2934 1.2772  -0.05
C -3.1497 3.0105 2.4529  -0.12
O -4.0091 1.9677 2.9651  -0.67
S -4.7444 1.4555 1.6552  2.58
O -5.5029 2.4450 0.9914  -0.95
O -5.4105 0.2701 2.0201  -0.92
O -3.4014 1.2550 0.8350  -0.71
H -2.2517 2.9242 0.4332  0.21
H -2.4995 3.3200 3.2489  0.25
H -3.6959 3.8735 2.0852  0.19
C -2.2069 -0.5159 -2.4935  0.78
O -1.9110 0.6173 -2.8498  -0.71
N -2.5438 -0.8220 -1.2128  -0.84
N -2.2134 -1.5800 -3.3693  -0.89
H -2.7832 -1.7478 -0.9120  0.39
H -2.5450 -0.0753 -0.5345  0.45
H -1.9562 -1.3892 -4.3249  0.44
H -2.4723 -2.5104 -3.1025  0.38
C -0.8090 0.8413 -6.0300  0.78
O -1.3139 -0.2630 -5.8944  -0.71
N 0.0393 1.1346 -7.0687  -0.85
N -1.0437 1.8478 -5.1526  -0.84
H 0.4688 2.0296 -7.1956  0.39
H 0.2309 0.4031 -7.7250  0.40
H -1.6256 1.6307 -4.3562  0.45
H -0.6382 2.7595 -5.2318  0.38
C 1.6695 -2.3546 -1.7766  0.77
O 2.8071 -2.5725 -1.3625  -0.72
N 1.3848 -2.2959 -3.1163  -0.86
N 0.6098 -2.1595 -0.9603  -0.83
H 0.4660 -2.1093 -3.4774  0.40
H 2.1431 -2.4377 -3.7540  0.40
H 0.7684 -2.1807 0.0324  0.43
H -0.3208 -1.9828 -1.2915  0.40
C 0.1645 -4.3694 2.5568  0.77
O -0.5925 -3.6996 1.8850  -0.65
N -0.1360 -4.7521 3.8394  -0.86
N 1.3837 -4.7933 2.0912  -0.86
H 0.4737 -5.3001 4.4134  0.38
H -1.0166 -4.4497 4.2098  0.41
H 1.6384 -4.5239 1.1584  0.42
H 2.0243 -5.3409 2.6310  0.38
C 6.1746 0.4988 -1.4624  0.77
O 7.2557 1.0046 -1.2006  -0.68
N 5.5118 0.7555 -2.6352  -0.85
N 5.5327 -0.3596 -0.6230  -0.85
H 4.6235 0.3533 -2.8666  0.39
H 5.9488 1.3842 -3.2795  0.40
H 5.9800 -0.5725 0.2468  0.40
H 4.6437 -0.7869 -0.8283  0.42
C 0.2840 3.3876 6.0129  0.77
O -0.2196 4.4743 5.7722  -0.68
N 0.6669 3.0444 7.2964  -0.87
N 0.5086 2.4365 5.0729  -0.85
H 1.0807 2.1646 7.5326  0.38
H 0.5141 3.7224 8.0163  0.39
H 0.2467 2.6254 4.1073  0.46
H 0.9190 1.5486 5.2852  0.38

An isolated molecule of C4H5FN2O. Source: the OMol25 dataset; level of theory: ωB97M-V/def2-TZVPD.

SMILES string: Nc1ncoc1CF
Calculated total energy: -440.03067 Ha
Multiplicity: 1
Net charge: 0
M: 116.09 u
HOMO: -8.7 eV
Relative energy (zero: lowest compared OMol25 entry of this formula, charge and spin): 19.1 kJ/mol
HOMO-LUMO gap: 9.61 eV

Each line ends with the natural charge from an NBO analysis.
Positions of all 13 atoms, in Å:
C 0.6970 0.4973 -0.0573  0.28
C 1.5591 -1.4087 -0.2519  0.35
C -0.2970 -0.3989 0.1481  0.08
C -1.7406 -0.3018 0.4283  0.00
H 1.4781 2.3201 -0.3582  0.39
H -0.1965 2.2749 -0.4362  0.39
H 2.2010 -2.2760 -0.3982  0.19
H -1.9553 0.6106 0.9712  0.18
H -2.0707 -1.1426 1.0013  0.19
N 0.6524 1.8832 -0.0063  -0.81
N 1.8892 -0.1569 -0.2985  -0.49
O 0.2777 -1.6538 0.0046  -0.39
F -2.4943 -0.2474 -0.7470  -0.37

The ion CHO3S with charge -1. Source: the OMol25 dataset; level of theory: ωB97M-V/def2-TZVPD.

SMILES string: O=C([O-])SO
Calculated total energy: -662.67603 Ha
Multiplicity: 1
Net charge: -1
M: 93.08 u
HOMO: -3.6 eV
Relative energy (zero: lowest compared OMol25 entry of this formula, charge and spin): 0.0 kJ/mol
HOMO-LUMO gap: 7.58 eV

Each line ends with the natural charge from an NBO analysis.
Positions of all 6 atoms, in Å:
C -0.8844 0.5000 0.0218  0.74
O -0.0070 1.2985 0.0928  -0.72
O -2.1126 0.4779 0.0131  -0.74
O 1.4689 -0.9613 0.0140  -0.93
S -0.1793 -1.3300 0.0625  0.16
H 1.7145 0.0149 -0.2042  0.50

A structure of composition C31H29Cl2N9RuS. Source: the OMol25 dataset; level of theory: ωB97M-V/def2-TZVPD.

Calculated total energy: -3104.87994 Ha
Multiplicity: 5
Net charge: -2
M: 731.68 u
HOMO (alpha / beta): 0.0 / -1.4 eV
Relative energy (zero: lowest compared OMol25 entry of this formula, charge and spin): 130.7 kJ/mol
HOMO-LUMO gap (alpha / beta): 4.10 / 5.43 eV

Each line ends with the Löwdin spin population.
Positions of all 73 atoms, in Å:
Ru 0.2399 -0.1688 -0.1491  2.06
N 0.9212 1.8693 2.1198  0.01
C 1.7088 0.7820 1.5419  0.08
S 2.8879 1.4346 0.2487  0.20
N 2.4079 0.2792 2.7064  0.01
C 3.3250 -0.7286 2.8440  0.00
C 3.9650 -1.3550 1.7641  0.01
C 4.9395 -2.3114 1.9981  0.00
C 5.3047 -2.6923 3.2844  0.00
C 4.6534 -2.0932 4.3569  0.00
C 3.6854 -1.1300 4.1443  0.00
H 0.3689 2.2922 1.3923  0.00
H 1.5376 2.6009 2.4860  0.00
H 1.9612 0.5618 3.5640  0.00
H 3.6736 -1.1017 0.7550  0.00
H 5.4048 -2.7892 1.1447  0.00
H 6.0561 -3.4555 3.4462  0.00
H 4.8989 -2.3806 5.3740  0.00
H 3.1879 -0.6669 4.9914  0.00
C -5.3484 1.0916 0.1171  0.00
C -4.4578 -0.0904 -0.1932  0.00
N -3.0854 0.2827 0.0858  0.00
C -2.5478 1.4872 -0.2524  0.01
N -1.2528 1.6230 -0.2704  0.03
C -0.7275 2.9604 -0.5207  0.01
C -1.5883 3.7197 -1.5077  0.00
C -2.9727 3.8248 -0.9142  0.00
N -3.4420 2.5186 -0.4695  0.00
C -4.8582 2.2731 -0.6896  0.00
H -5.2870 1.3230 1.1835  0.00
H -6.3864 0.8716 -0.1364  0.00
H -4.5944 -0.4034 -1.2346  0.00
H -4.7051 -0.9464 0.4340  0.00
H -2.4087 -0.4636 0.0009  0.00
H 0.2844 2.8466 -0.9053  0.01
H -0.6622 3.5302 0.4183  0.00
H -1.6122 3.1628 -2.4483  0.00
H -1.1815 4.7124 -1.7085  0.00
H -3.6924 4.2150 -1.6392  0.00
H -2.9571 4.5186 -0.0643  0.00
H -5.0529 2.0965 -1.7575  0.00
H -5.3978 3.1817 -0.4092  0.00
Cl -0.9145 -1.2792 2.0630  0.06
C 0.1725 -2.6519 1.9844  0.06
C 0.1171 -3.6058 2.9752  0.00
C 0.9178 -4.7373 2.8858  0.07
C 1.7352 -4.8892 1.7679  0.00
C 1.7740 -3.9246 0.7890  0.05
Cl 2.8020 -4.1749 -0.5999  0.02
C 1.0396 -2.7030 0.8550  0.06
N 1.1753 -1.7399 -0.0555  0.32
H -0.5614 -3.4665 3.8076  0.00
H 0.8985 -5.4912 3.6612  0.01
H 2.3511 -5.7722 1.6538  0.00
N -1.1940 -1.4198 -1.8356  0.02
C -1.9395 -2.2986 -1.9668  0.00
C -2.9271 -3.2866 -2.1382  0.00
C -4.0457 -2.9842 -2.9480  0.00
N -4.9703 -2.7370 -3.6004  0.00
C -2.8809 -4.5361 -1.4745  0.00
N -2.8844 -5.5537 -0.9264  0.00
C 1.7762 1.1329 -1.0255  0.43
C 1.8718 1.8172 -2.2633  0.09
C 2.8015 2.8558 -2.5717  0.11
C 2.7632 3.5275 -3.7786  0.00
C 1.8231 3.2053 -4.7597  0.14
C 0.9162 2.1709 -4.4951  0.01
C 0.9387 1.4969 -3.2934  0.09
H 3.5367 3.1297 -1.8239  0.01
H 3.4837 4.3181 -3.9679  0.00
H 1.7994 3.7395 -5.7021  0.01
H 0.1881 1.8881 -5.2489  0.00
H 0.2428 0.6873 -3.0990  0.00

A structure of composition C34H39N7O4Pd. Source: the OMol25 dataset; level of theory: ωB97M-V/def2-TZVPD.

Calculated total energy: -2131.25921 Ha
Multiplicity: 1
Net charge: 0
M: 716.15 u
HOMO: -7.9 eV
HOMO-LUMO gap: 7.31 eV

Each line ends with the Löwdin charge.
Positions of all 85 atoms, in Å:
Pd 0.2344 -0.1053 0.1241  1.00
C 0.8832 2.2789 -3.5889  -0.04
C 2.1954 2.0572 -2.8879  -0.22
C 3.3888 2.1150 -3.6022  -0.05
C 4.6012 1.8279 -2.9979  -0.08
C 4.6243 1.4692 -1.6583  -0.06
C 3.4541 1.4229 -0.9099  -0.22
C 3.5048 1.0508 0.5462  -0.04
C 2.2342 1.7379 -1.5237  -0.24
N 1.0335 1.6566 -0.7842  0.03
C 0.2615 2.7549 -0.6789  -0.50
O 0.5251 3.8947 -1.0461  0.05
C -1.0438 2.4965 0.0143  -0.19
C -1.9910 3.4718 0.2570  0.02
C -3.1530 3.1069 0.9286  -0.02
C -3.3356 1.7885 1.3327  0.02
C -2.3429 0.8748 1.0413  -0.17
N -1.2503 1.2485 0.3980  0.05
C -2.4243 -0.5869 1.3604  -0.49
O -3.4420 -1.0447 1.8699  0.05
N -1.3099 -1.2545 1.0236  0.01
C -1.3028 -2.6628 1.1514  -0.26
C -0.7958 -3.2636 2.3079  -0.22
C -0.3702 -2.4056 3.4658  -0.02
C -0.7247 -4.6519 2.3672  -0.05
C -1.1604 -5.4325 1.3068  -0.09
C -1.6820 -4.8262 0.1742  -0.05
C -1.7605 -3.4413 0.0813  -0.22
C -2.3115 -2.7658 -1.1445  -0.03
H 1.0101 2.2105 -4.6691  0.08
H 0.4754 3.2616 -3.3442  0.08
H 0.1464 1.5356 -3.2727  0.08
H 3.3603 2.3883 -4.6514  0.11
H 5.5218 1.8724 -3.5669  0.10
H 5.5665 1.2278 -1.1792  0.11
H 4.5216 0.7746 0.8313  0.08
H 2.8414 0.2153 0.7709  0.04
H 3.1788 1.8840 1.1752  0.09
H -1.7910 4.4784 -0.0828  0.12
H -3.9172 3.8465 1.1306  0.11
H -4.2158 1.4433 1.8568  0.12
H -1.2444 -1.9202 3.9076  0.09
H 0.2938 -1.6094 3.1326  0.04
H 0.1240 -3.0015 4.2343  0.08
H -0.3408 -5.1223 3.2657  0.11
H -1.1082 -6.5122 1.3713  0.10
H -2.0390 -5.4345 -0.6493  0.11
H -2.4803 -3.4852 -1.9456  0.08
H -1.6278 -1.9917 -1.4962  0.06
H -3.2600 -2.2760 -0.9112  0.09
N 4.9616 -5.1358 -1.0326  0.17
C 4.9474 -3.8315 -1.4173  -0.49
O 5.9217 -3.2647 -1.8624  0.08
C 3.6368 -3.1072 -1.2401  -0.12
C 3.4114 -1.9718 -1.9976  0.03
C 2.2256 -1.2823 -1.8403  -0.09
N 1.2725 -1.6495 -0.9712  -0.01
C 1.4985 -2.7529 -0.2399  -0.09
C 2.6565 -3.5036 -0.3467  0.01
H 5.8012 -5.6591 -1.2157  0.11
H 4.1120 -5.6470 -0.8769  0.10
H 4.1597 -1.6288 -2.6982  0.13
H 2.0204 -0.4024 -2.4303  0.11
H 0.7133 -3.0518 0.4372  0.08
H 2.7780 -4.3642 0.2984  0.12
C 3.3049 -1.0329 3.3964  -0.04
N 2.9109 0.2864 3.8570  -0.13
C 3.9479 1.0542 4.5209  -0.06
C 1.7525 0.8400 3.3851  -0.51
O 1.1202 0.3368 2.4586  -0.05
N 1.3483 2.0170 3.9764  -0.14
C 1.3105 2.1484 5.4248  -0.06
C 0.2859 2.7320 3.2880  -0.04
H 3.4982 -1.6882 4.2491  0.09
H 4.2140 -0.9705 2.7911  0.08
H 2.5115 -1.4563 2.7893  0.07
H 4.9003 0.8740 4.0165  0.09
H 4.0669 0.7664 5.5696  0.09
H 3.7277 2.1174 4.4655  0.09
H 1.9364 1.3990 5.9018  0.08
H 0.2867 2.0093 5.7876  0.09
H 1.6509 3.1396 5.7298  0.09
H 0.4761 2.7218 2.2194  0.07
H 0.2805 3.7645 3.6368  0.10
H -0.6973 2.2838 3.4715  0.10